Entry 1:
The following is a quantum chemistry calculation of C37H31BNO3PSiV as an isolated structure, from the Open Molecules 2025 dataset.

Structure (ORCA input):
```
! wB97M-V def2-TZVPD RIJCOSX def2/J DEFGRID3
* xyz 1 3
V 0.35732 0.02798 0.25907
O -0.79425 0.86297 2.54242
N -1.10159 1.08405 1.21440
C -2.13971 1.74003 0.88387
C -2.56420 2.11726 -0.49070
C -3.68258 2.95610 -0.45934
C -4.21069 3.49724 -1.62521
C -3.61111 3.20233 -2.83039
C -2.50575 2.36054 -2.87037
C -1.96562 1.79150 -1.72829
P -0.53065 0.64995 -1.97735
C -1.15834 -0.60792 -3.10234
C -1.16411 -0.46664 -4.49395
C -1.71101 -1.46099 -5.28867
C -2.26221 -2.59388 -4.70826
C -2.27400 -2.73541 -3.33009
C -1.71920 -1.74802 -2.53048
C 0.73082 1.73762 -2.68699
C 1.47229 1.46394 -3.83328
C 2.46226 2.34910 -4.23742
C 2.72815 3.49297 -3.50478
C 2.01141 3.75582 -2.34695
C 1.01675 2.88281 -1.94194
H -1.59541 1.01848 3.05699
H -2.79046 2.09915 1.68308
H -4.13971 3.19672 0.48925
H -5.07469 4.14487 -1.58096
H -3.99486 3.61761 -3.75145
H -2.06278 2.14595 -3.83278
H -0.75184 0.41042 -4.96276
H -1.70571 -1.34806 -6.36395
H -2.68170 -3.36723 -5.33691
H -2.70434 -3.61276 -2.86856
H -1.73880 -1.87783 -1.45226
H 1.31762 0.55956 -4.39402
H 3.03379 2.13134 -5.12892
H 3.50105 4.17333 -3.83370
H 2.22256 4.63771 -1.75902
H 0.45506 3.11895 -1.04171
C 4.60048 -1.69207 4.49135
C 4.76053 -0.32107 4.37489
C 4.21346 0.34845 3.29024
C 3.50268 -0.34326 2.30760
C 3.34880 -1.72750 2.44562
C 3.89422 -2.39796 3.52654
Si 2.78800 0.53795 0.83733
C 3.41776 -0.05546 -0.82212
C 2.80860 -1.20696 -1.33714
C 3.19728 -1.76091 -2.55153
C 4.21523 -1.16177 -3.27396
C 4.82784 -0.01369 -2.78736
C 4.43189 0.53703 -1.58052
H 5.02876 -2.21386 5.33689
H 5.31395 0.22514 5.12658
H 4.34303 1.42010 3.20522
H 2.80388 -2.29762 1.70004
H 3.77363 -3.46819 3.62479
H 3.02011 2.00417 0.98593
H 2.04809 -1.74215 -0.76728
H 2.72070 -2.66140 -2.91488
H 4.53938 -1.58855 -4.21390
H 5.62770 0.44853 -3.35147
H 4.92659 1.42944 -1.21765
O -1.34711 -2.55706 1.25686
B -0.18412 -2.07959 0.62845
O 0.55439 -3.17631 0.14099
C -0.16462 -4.30117 0.46957
C 0.14138 -5.61987 0.20776
C -0.78118 -6.56103 0.65852
C -1.94082 -6.18425 1.33390
C -2.23425 -4.84714 1.59307
C -1.31278 -3.92767 1.14050
H 1.04491 -5.90117 -0.31315
H -0.59424 -7.61155 0.48351
H -2.62861 -6.94743 1.66925
H -3.12540 -4.54255 2.12070
*
```

Values from the calculation:
Relative energy (zero: lowest compared OMol25 entry of this formula, charge and spin), kcal per mole: 25.36
Strongest force on any atom, eV/A: 0.68
<S²>: 2.244
HOMO (alpha / beta), eV: -10.71 / -10.27

---

Entry 2:
The following is a quantum chemistry calculation of C37H31BrN2OPPd as an isolated structure, from the Open Molecules 2025 dataset.

Structure (ORCA input):
```
! wB97M-V def2-TZVPD RIJCOSX def2/J DEFGRID3
* xyz -1 1
Pd -0.50129 -0.15878 0.18498
Br 5.33176 3.52620 2.91103
C 3.95963 2.85798 1.75383
C 3.99052 3.17038 0.40781
C 3.01212 2.68079 -0.43941
C 1.96937 1.84416 0.03074
C 1.95493 1.60045 1.42871
C 2.93183 2.08229 2.27228
N 0.98488 1.30695 -0.74911
C 1.09789 1.34736 -2.08883
C 0.25543 0.82863 -3.03414
C 0.61577 0.99000 -4.42101
C 0.04215 0.29949 -5.42205
C -0.98234 -0.65911 -5.07674
C -1.40182 -0.74956 -3.80489
N -0.90374 0.02869 -2.76526
H 4.77974 3.80529 0.02511
H 3.05211 2.96172 -1.48323
H 1.13800 1.01151 1.82335
H 2.90016 1.86250 3.33205
H 1.97843 1.82106 -2.52292
H 1.41582 1.69178 -4.62481
H 0.34094 0.44009 -6.45229
H -1.42849 -1.29408 -5.82944
H -2.19832 -1.42553 -3.53774
C 0.84035 -6.63374 -2.66893
C 0.66107 -5.57043 -3.54345
C 0.39600 -4.30378 -3.04681
C 0.28278 -4.07995 -1.67253
C 0.48788 -5.15163 -0.80517
C 0.76253 -6.41999 -1.30073
P -0.05165 -2.32331 -1.18941
C 0.23917 -2.43362 0.63194
C 1.49680 -1.98040 1.06299
C 1.90680 -2.16349 2.37691
C 1.07598 -2.80861 3.27968
C -0.17894 -3.24412 2.87261
C -0.60364 -3.04851 1.56782
C -1.90002 -2.31526 -1.19464
C -2.69097 -3.42544 -1.02180
C -4.07138 -3.27320 -0.77363
C -4.63393 -2.03194 -0.66481
C -3.86162 -0.85536 -0.85935
C -4.38754 0.44064 -0.71427
C -3.54572 1.53652 -0.82326
C -2.22461 1.42145 -1.23485
C -1.69695 0.15167 -1.59567
C -2.48541 -1.01596 -1.19342
H 1.04690 -7.62555 -3.05354
H 0.74414 -5.72900 -4.61214
H 0.27257 -3.46188 -3.72159
H 0.44167 -4.99485 0.26431
H 0.91675 -7.24564 -0.61563
H 2.15555 -1.51293 0.34058
H 2.87648 -1.80174 2.69711
H 1.39940 -2.96908 4.30148
H -0.82930 -3.74773 3.58008
H -1.57946 -3.40290 1.26502
H -2.25258 -4.41559 -1.02850
H -4.68540 -4.15568 -0.63015
H -5.68705 -1.92260 -0.42850
H -5.43511 0.56883 -0.46709
H -3.94129 2.52852 -0.63280
H -1.63426 2.30084 -1.45660
C -2.01942 -0.83113 4.62842
C -1.89965 -0.27414 3.23006
C -3.16561 0.13748 2.55046
O -0.82276 -0.18534 2.68520
H -2.52471 -0.10788 5.27115
H -1.03519 -1.06536 5.02837
H -2.62977 -1.73723 4.60307
H -3.99593 0.28860 3.23958
H -3.43540 -0.64366 1.83729
H -2.98018 1.03393 1.95983
*
```

Values from the calculation:
Relative energy (zero: lowest compared OMol25 entry of this formula, charge and spin), kcal per mole: 7.32
Strongest force on any atom, eV/A: 0.92
HOMO, eV: -2.54